DFT (wB97M-V/def2-TZVPD) results for a cluster of 4 separate species, C4H16O4 in total.

Values from the calculation:
HOMO = -0.38442 hartree
SMILES string = CC[C@H](C)O.O.O.O
HOMO-LUMO gap = 10.70 eV

```
! RIJCOSX wB97M-V def2-TZVPD def2/J DEFGRID3
* xyz 0 1
C 1.751 1.306 0.264
C 0.443 0.674 0.604
C -0.484 0.483 -0.608
C -1.291 -0.776 -0.463
O 0.221 0.317 -1.793
H 1.687 2.004 -0.591
H 2.543 0.502 0.036
H 2.131 1.930 1.025
H 0.488 -0.231 1.337
H -0.182 1.402 1.249
H -1.076 1.405 -0.851
H -1.641 -1.201 -1.344
H -0.810 -1.542 0.058
H -2.149 -0.527 0.164
H 0.954 -0.179 -1.656
O 1.170 -2.583 1.546
H 1.583 -1.945 0.974
H 2.068 -2.433 1.939
O 0.454 -2.058 -3.212
H 0.249 -2.156 -2.299
H -0.019 -1.215 -3.405
O -2.887 2.621 2.435
H -3.046 1.987 1.683
H -2.156 2.218 2.909
*
```


DFT (wB97M-V/def2-TZVPD) results for a cluster of 2 separate species, C10H16O in total.

Values from the calculation:
HOMO = -0.30378 hartree
SMILES string = Cc1ccc(O)cc1.CCC
HOMO-LUMO gap = 9.12 eV

```
! RIJCOSX wB97M-V def2-TZVPD def2/J DEFGRID3
* xyz 0 1
C 2.802 -0.411 2.295
C 2.113 -0.965 1.074
C 2.298 -0.467 -0.204
C 1.337 -0.586 -1.232
C 0.225 -1.469 -1.002
O -0.534 -1.718 -2.061
C -0.008 -1.956 0.285
C 1.022 -1.783 1.227
H 3.884 -0.542 2.007
H 2.693 -0.948 3.325
H 2.562 0.714 2.427
H 3.307 0.025 -0.403
H 1.537 -0.210 -2.170
H -1.485 -1.885 -1.824
H -0.928 -2.477 0.602
H 0.751 -2.372 2.096
C -2.384 0.423 -0.377
C -1.443 1.467 -1.011
C -2.010 2.763 -0.574
H -2.311 0.735 0.703
H -1.872 -0.548 -0.405
H -3.384 0.237 -0.752
H -0.397 1.243 -0.791
H -1.435 1.261 -2.055
H -3.050 2.698 -0.202
H -1.461 3.179 0.255
H -1.828 3.593 -1.234
*
```


DFT (wB97M-V/def2-TZVPD) results for a cluster of 2 separate species, H2N2O6S2 in total.

Values from the calculation:
HOMO = -0.03032 hartree
HOMO-LUMO gap = 7.12 eV

```
! RIJCOSX wB97M-V def2-TZVPD def2/J DEFGRID3
* xyz -2 1
N -0.359 -1.670 -0.424
N 0.126 0.629 1.470
O 1.888 -0.624 -0.294
O 0.081 -0.369 3.900
O 0.029 1.120 -1.902
O -1.449 -1.190 2.218
O 0.924 -1.724 2.056
O 1.217 1.264 1.769
S 0.506 -0.512 0.075
S -0.082 -0.759 2.506
H -1.250 -1.577 0.036
H 0.604 1.726 -1.425
*
```


DFT (wB97M-V/def2-TZVPD) results for a structure of composition C8H5Br2FO2S.

Values from the calculation:
HOMO (spin up / spin down) = -0.32017 / -0.31994 hartree
HOMO-LUMO gap (spin up / spin down) = 7.06 / 7.05 eV

```
! RIJCOSX wB97M-V def2-TZVPD def2/J DEFGRID3
* xyz 0 1
C -2.094 1.927 0.462
C -2.092 0.570 0.754
C -1.112 2.422 -0.335
C -1.138 -0.231 0.180
C -0.153 1.678 -0.857
C -0.120 0.287 -0.548
C 2.316 -1.162 0.109
C 1.947 -2.702 1.033
O 0.641 -1.992 -1.665
O 2.033 0.064 -2.125
F 2.563 -0.149 0.959
S 1.225 -0.781 -1.250
Br 1.501 -4.174 0.084
Br 2.341 -2.845 2.836
H -2.945 2.435 0.897
H -2.967 0.248 1.302
H -1.191 3.495 -0.649
H -1.186 -1.247 0.451
H 0.429 2.158 -1.638
*
```


DFT (wB97M-V/def2-TZVPD) results for a structure of composition C18H32N2O7SSiW.

Values from the calculation:
HOMO (spin up / spin down) = -0.58766 / -0.58935 hartree
<S²> = 2.030
HOMO-LUMO gap (spin up / spin down) = 7.29 / 7.76 eV

```
! RIJCOSX wB97M-V def2-TZVPD def2/J DEFGRID3
* xyz 2 3
W 0.518 -0.519 -1.159
C -2.421 -2.298 -3.265
C -0.962 -2.360 -3.517
N -0.004 -1.608 -2.983
C 1.194 -1.984 -3.609
C 0.952 -2.979 -4.500
N -0.405 -3.186 -4.426
C 1.962 -3.921 -5.131
O 1.778 -4.296 -6.386
O 2.871 -4.281 -4.455
C 2.377 -1.161 -3.278
O 3.440 -1.148 -3.778
O 1.969 -0.349 -2.239
H -2.653 -1.585 -2.482
H -2.808 -3.278 -2.981
H -2.936 -1.987 -4.175
H -0.924 -3.876 -4.952
H 1.099 -3.832 -6.888
C 2.728 1.611 1.888
C 2.368 0.181 1.529
C 3.392 -0.456 0.607
C 2.153 -0.666 2.769
O 1.049 0.239 0.764
Si -0.507 0.701 1.250
S -1.549 -0.697 -0.218
O -0.761 2.211 0.839
C -0.779 3.067 -0.346
C -2.126 2.891 -1.029
C -0.583 4.482 0.175
C 0.376 2.696 -1.273
O -0.789 0.323 2.743
C -1.875 -0.163 3.635
C -3.077 0.738 3.431
C -1.309 -0.040 5.038
C -2.161 -1.614 3.285
H 3.680 1.625 2.415
H 1.970 2.043 2.544
H 2.827 2.231 0.997
H 4.301 -0.683 1.163
H 3.667 0.205 -0.213
H 3.019 -1.413 0.222
H 3.080 -0.701 3.340
H 1.870 -1.688 2.508
H 1.385 -0.231 3.405
H -2.925 3.049 -0.305
H -2.228 1.888 -1.444
H -2.243 3.618 -1.832
H -1.423 4.764 0.809
H -0.512 5.188 -0.651
H 0.331 4.536 0.767
H 0.232 1.673 -1.694
H 1.331 2.739 -0.751
H 0.413 3.377 -2.121
H -2.803 1.778 3.614
H -3.864 0.460 4.129
H -3.469 0.650 2.414
H -0.994 0.984 5.235
H -0.458 -0.708 5.174
H -2.078 -0.312 5.760
H -2.595 -1.708 2.290
H -2.869 -2.025 4.004
H -1.243 -2.201 3.337
*
```


DFT (wB97M-V/def2-TZVPD) results for the ion C4H4N with charge +1.

Values from the calculation:
HOMO (spin up / spin down) = -0.53976 / -0.51729 hartree
SMILES string = C#[N+]C1=CC1
HOMO-LUMO gap (spin up / spin down) = 9.37 / 7.25 eV

```
! RIJCOSX wB97M-V def2-TZVPD def2/J DEFGRID3
* xyz 1 1
C 0.245 2.301 0.813
N -0.051 1.243 0.474
C -0.288 0.276 -0.362
C -0.900 -1.337 -0.027
C 0.404 -1.106 -0.676
H 0.712 3.141 1.449
H -1.756 -1.801 0.295
H 1.279 -1.311 -0.243
H 0.356 -1.406 -1.723
*
```


Results for strongest force on any atom: 4.3 4.3 5.3 6.6 2.1 7.9 (in eV/A, following the order of the records).
Results for energy: -462.87798 -465.80211 -1358.33485 -6104.20485 -2095.67502 -209.01448 (in Eh, following the order of the records).
Results for relative energy (zero: lowest compared OMol25 entry of this formula, charge and spin): 220.5 251.2 390.5 0.7 80.8 394.0 (in kJ/mol, following the order of the records).